# 1
{"formula": "C18H27BO8Zr", "method": "the ωB97M-V functional and the def2-TZVPD basis", "total_charge": 2, "homo_lumo_gap_ha": 0.273, "e_lumo_ev": -5.94, "de_lowest_kj_mol": 9.97, "species": ["Zr", "C", "C", "O", "C", "C", "O", "C", "C", "O", "C", "C", "O", "C", "C", "O", "H", "H", "H", "H", "H", "H", "H", "H", "H", "H", "H", "H", "H", "H", "H", "H", "H", "H", "H", "H", "C", "C", "O", "H", "H", "H", "O", "B", "O", "C", "C", "C", "C", "C", "C", "H", "H", "H", "H"], "xyz": [[0.28217, 0.29249, 0.04319], [2.38653, -2.05461, -0.43872], [2.87094, -1.41929, 0.84901], [1.74017, -0.71660, 1.41660], [1.53490, -0.67720, 2.85313], [0.03968, -0.58242, 3.05583], [-0.52371, 0.41921, 2.17816], [-0.77526, 1.74219, 2.69376], [0.44287, 2.61757, 2.48468], [1.05952, 2.17735, 1.25600], [1.83697, 3.16723, 0.54327], [2.94144, 2.43471, -0.16970], [2.34672, 1.29852, -0.80681], [3.12858, 0.64495, -1.81433], [2.24052, -0.45732, -2.33633], [1.59989, -1.11425, -1.21250], [1.72041, -2.89186, -0.24031], [3.22317, -2.40085, -1.04588], [3.67438, -0.69795, 0.70536], [3.19672, -2.19144, 1.54615], [2.09290, 0.17325, 3.24494], [1.91644, -1.59957, 3.29164], [-0.20461, -0.34543, 4.09127], [-0.44916, -1.51395, 2.77547], [-1.05526, 1.67099, 3.74414], [-1.62958, 2.10365, 2.12706], [1.18153, 2.53131, 3.28288], [0.14382, 3.66308, 2.39770], [2.25996, 3.87755, 1.25381], [1.17645, 3.69772, -0.14403], [3.71175, 2.08952, 0.52488], [3.39919, 3.08300, -0.91896], [4.05787, 0.27446, -1.37302], [3.37730, 1.34443, -2.61498], [2.77221, -1.20101, -2.92803], [1.42149, -0.06210, -2.93430], [-2.49505, 2.42707, -1.00381], [-1.31253, 1.59826, -0.72820], [-0.36356, 1.50320, -1.54177], [-2.23407, 3.45926, -0.73723], [-3.34914, 2.12751, -0.40275], [-2.74040, 2.42344, -2.06774], [-2.36701, -2.02887, 0.47165], [-1.28139, -1.43311, -0.12387], [-1.38673, -1.43373, -1.51638], [-2.63198, -2.02551, -1.77968], [-3.22590, -2.25293, -2.99895], [-4.46589, -2.88588, -2.95421], [-5.04590, -3.26653, -1.74506], [-4.42160, -3.03286, -0.52229], [-3.20219, -2.39762, -0.58467], [-2.75483, -1.96957, -3.92937], [-4.98930, -3.09385, -3.87711], [-6.00747, -3.76108, -1.75581], [-4.86404, -3.33453, 0.41622]]}


# 2
{"formula": "C32H12F15GaGeN3OS", "method": "the ωB97M-V functional and the def2-TZVPD basis", "total_charge": 1, "homo_lumo_gap_ha": [0.236, 0.236], "e_lumo_ev": [-5.19, -5.19], "species": ["Ga", "C", "C", "N", "N", "C", "O", "C", "C", "C", "C", "C", "C", "C", "C", "C", "C", "C", "N", "H", "H", "H", "H", "H", "H", "H", "H", "H", "H", "H", "H", "F", "C", "C", "C", "F", "C", "F", "C", "F", "C", "F", "Ge", "S", "C", "C", "F", "C", "F", "C", "F", "C", "F", "C", "F", "C", "C", "F", "C", "F", "C", "F", "C", "F", "C", "F"], "xyz": [[-9.46309, -17.95706, -1.31970], [-13.26876, -16.32475, -1.93777], [-11.89139, -16.87662, -2.11431], [-10.95507, -16.85330, -1.12824], [-10.90626, -15.85433, -0.24752], [-9.72204, -15.79873, 0.29222], [-8.75497, -16.58271, -0.08456], [-9.47160, -14.76006, 1.27196], [-8.23882, -14.69619, 1.88441], [-7.96170, -13.59464, 2.73216], [-8.92252, -12.67787, 3.07389], [-10.21064, -12.82278, 2.48826], [-10.44309, -13.78904, 1.54258], [-11.43489, -17.57082, -3.30108], [-12.17002, -17.79965, -4.46246], [-11.49435, -18.14210, -5.63244], [-10.09797, -18.29052, -5.62878], [-9.44745, -18.30438, -4.38842], [-10.07257, -17.88053, -3.26253], [-13.49306, -15.60675, -2.73499], [-13.28594, -15.75621, -1.02017], [-14.07605, -17.06520, -1.89022], [-7.50677, -15.44504, 1.61120], [-6.98336, -13.49861, 3.16996], [-8.70402, -11.88913, 3.76136], [-10.95140, -12.14162, 2.85658], [-11.33706, -13.80421, 0.91169], [-13.24462, -17.82591, -4.46330], [-12.09422, -18.28331, -6.53478], [-9.59674, -18.38739, -6.56369], [-8.37032, -18.48463, -4.33952], [-6.23476, -19.36042, 0.83898], [-5.74248, -20.54097, 0.34651], [-6.60150, -21.63158, 0.19837], [-6.07055, -22.84912, -0.25018], [-6.74699, -24.02941, -0.33467], [-4.69827, -22.92240, -0.56422], [-4.16081, -24.05024, -1.14141], [-3.82564, -21.80572, -0.39484], [-2.54666, -21.88512, -0.82163], [-4.39609, -20.62607, 0.05251], [-3.65977, -19.50395, 0.24105], [-8.44720, -21.31143, 0.63604], [-9.22723, -20.23033, -1.21418], [-9.56679, -22.92348, 0.78469], [-9.24821, -24.00730, 1.62513], [-8.31709, -23.78252, 2.57488], [-9.92031, -25.20894, 1.59989], [-9.65068, -26.23489, 2.44299], [-10.99263, -25.37535, 0.69003], [-11.63466, -26.53469, 0.55605], [-11.40595, -24.26997, -0.01660], [-12.43141, -24.42104, -0.86816], [-10.76054, -23.07308, 0.12266], [-11.38211, -22.00686, -0.38128], [-8.56951, -20.65770, 2.54175], [-9.77633, -20.15362, 3.01290], [-10.87962, -20.04830, 2.16607], [-10.01596, -19.79476, 4.34098], [-11.26092, -19.38071, 4.71663], [-8.94526, -19.84701, 5.22051], [-9.10863, -19.44443, 6.48825], [-7.71144, -20.35293, 4.81353], [-6.64789, -20.54125, 5.67746], [-7.58256, -20.81833, 3.50156], [-6.45077, -21.54961, 3.27895]]}


# 3
{"formula": "C41H48N5O13P4SW", "method": "the ωB97M-V functional and the def2-TZVPD basis", "total_charge": -1, "homo_lumo_gap_ha": 0.287, "e_lumo_ev": 2.07, "de_lowest_kj_mol": 0.00, "species": ["W", "C", "S", "C", "C", "C", "N", "P", "C", "C", "C", "C", "C", "C", "C", "C", "C", "C", "C", "C", "P", "C", "C", "C", "C", "C", "C", "C", "C", "C", "C", "C", "C", "H", "H", "H", "H", "H", "H", "H", "H", "H", "H", "H", "H", "H", "H", "H", "H", "H", "H", "H", "H", "H", "H", "H", "H", "H", "H", "H", "H", "H", "O", "C", "O", "C", "C", "C", "C", "C", "C", "O", "N", "O", "O", "N", "O", "O", "H", "H", "N", "C", "C", "P", "O", "O", "O", "P", "O", "O", "O", "H", "H", "H", "H", "H", "H", "H", "H", "C", "C", "C", "C", "N", "H", "H", "H", "H", "H", "H", "H", "H", "H"], "xyz": [[-0.58002, 0.17775, -0.24174], [5.50099, -0.80760, 4.42187], [4.81976, -2.43490, 4.81254], [3.13044, -2.01041, 5.33102], [2.08633, -2.05076, 4.22228], [2.36044, -1.01762, 3.13994], [1.38172, -0.94906, 2.06705], [1.59181, -1.37905, 0.24263], [1.89154, -3.12403, 0.72367], [3.11231, -3.54954, 1.24134], [3.27906, -4.86312, 1.65967], [2.23590, -5.77239, 1.55534], [1.02299, -5.35838, 1.02309], [0.85762, -4.04546, 0.60851], [3.20062, -0.53574, 0.07322], [3.37930, 0.72123, 0.64647], [4.59231, 1.38147, 0.52435], [5.64007, 0.78776, -0.16614], [5.46168, -0.45558, -0.75487], [4.24292, -1.11183, -0.64861], [-0.16069, -0.40472, 2.21193], [-0.16216, 0.83410, 3.55157], [-0.87281, 0.64061, 4.73593], [-0.77803, 1.55425, 5.77526], [0.02997, 2.67510, 5.64829], [0.75428, 2.86712, 4.48148], [0.66891, 1.94797, 3.44711], [-1.39787, -1.60670, 2.80607], [-1.06419, -2.94002, 3.00833], [-2.03644, -3.86202, 3.37596], [-3.34947, -3.44976, 3.55172], [-3.68640, -2.11502, 3.35774], [-2.72174, -1.19395, 2.98063], [6.56404, -0.95489, 4.23524], [5.38551, -0.13273, 5.26978], [5.04929, -0.36581, 3.53518], [3.16388, -1.02386, 5.80099], [2.87417, -2.72613, 6.11270], [1.10187, -1.86301, 4.66641], [2.06005, -3.04990, 3.77912], [3.32492, -1.23010, 2.67825], [2.45912, -0.03119, 3.61367], [3.94347, -2.86375, 1.33230], [4.23197, -5.16903, 2.07322], [2.36964, -6.79645, 1.88113], [0.19967, -6.05689, 0.92795], [-0.08880, -3.72082, 0.20485], [2.55692, 1.19121, 1.16649], [4.71113, 2.36648, 0.95845], [6.58821, 1.30301, -0.26089], [6.26680, -0.91466, -1.31478], [4.09727, -2.06454, -1.14125], [-1.51197, -0.22283, 4.85731], [-1.34613, 1.39044, 6.68254], [0.09224, 3.39555, 6.45470], [1.38090, 3.74085, 4.35684], [1.23476, 2.11669, 2.54601], [-0.04229, -3.26324, 2.86905], [-1.76195, -4.89938, 3.52520], [-4.11111, -4.16478, 3.83757], [-4.70991, -1.78660, 3.48914], [-2.99690, -0.15809, 2.81783], [2.90978, -2.45462, -3.27760], [1.98377, -1.88703, -2.74109], [1.66227, -2.08746, -1.47290], [1.06105, -1.00854, -3.53424], [0.78315, -1.25262, -4.86741], [-0.14219, -0.45533, -5.52509], [-0.80965, 0.58806, -4.88113], [-0.52517, 0.82280, -3.55846], [0.43834, 0.05676, -2.90195], [0.79248, 0.35724, -1.66654], [-1.05738, 1.90401, -2.80125], [-2.24872, 2.35969, -3.41625], [-1.48498, 1.43786, -1.52881], [-0.43609, -0.71839, -6.92295], [0.12131, -1.65647, -7.46574], [-1.27045, -0.02265, -7.47649], [1.28221, -2.05811, -5.38651], [-1.53850, 1.17762, -5.41330], [-2.29298, 4.22134, -1.10906], [-1.86707, 3.74723, 0.23532], [-2.11400, 4.84808, 1.28478], [-0.01916, 3.44987, 0.08992], [0.62887, 4.23914, 1.36416], [0.46246, 4.10355, -1.14335], [0.32849, 2.00264, 0.45419], [-2.93752, 2.29398, 0.73928], [-3.93634, 2.10524, -0.49949], [-3.68471, 2.58024, 1.97638], [-2.12234, 0.97001, 0.82745], [-3.16311, 4.73252, -1.00569], [-2.37123, 3.18219, -2.90232], [-1.57543, 4.85247, -1.45501], [-1.55748, 5.74910, 1.01455], [-1.81450, 4.53115, 2.28198], [-3.17784, 5.08778, 1.31796], [0.93402, 5.09418, 1.04049], [-3.40134, 1.89526, -1.28911], [-1.87382, -3.48825, -1.57003], [-2.45047, -2.09939, -1.30520], [-3.63542, -2.17947, -0.34132], [-2.87961, -1.46471, -2.62933], [-1.46510, -1.22503, -0.70769], [-2.55941, -4.04332, -2.21339], [-1.76708, -4.05080, -0.64266], [-0.90399, -3.41859, -2.06571], [-4.44300, -2.76392, -0.78804], [-4.00587, -1.17754, -0.11626], [-3.33293, -2.65578, 0.59330], [-3.69887, -2.04519, -3.05850], [-2.05087, -1.46256, -3.33794], [-3.21341, -0.43706, -2.48444]]}


# 4
{"formula": "C3H9N5", "method": "the ωB97M-V functional and the def2-TZVPD basis", "total_charge": 0, "smiles": "[H]/N=N/C=C.N/C=N/N", "homo_lumo_gap_ha": [0.242, 0.242], "e_lumo_ev": [-0.34, -0.34], "de_lowest_kj_mol": 745.23, "species": ["H", "N", "N", "C", "C", "H", "H", "H", "N", "C", "N", "N", "H", "H", "H", "H", "H"], "xyz": [[1.47096, -2.37592, 1.34547], [0.92796, -1.81932, 0.65184], [1.00087, -0.63284, 0.98898], [1.31139, 0.52638, 0.09878], [1.70500, 0.46958, -1.19281], [1.84620, 1.21941, 0.74267], [1.13033, -0.09316, -1.91506], [2.51694, 1.08878, -1.53924], [-1.33925, 1.57468, 1.14386], [-1.30547, 0.75324, 0.00551], [-1.76698, -0.48896, 0.07226], [-1.41323, -1.41354, -0.84137], [-0.61134, 1.36667, 1.81474], [-1.20102, 2.56164, 0.97100], [-1.84734, 1.27851, -0.78730], [-1.97806, -2.25221, -0.77740], [-0.44696, -1.76292, -0.78196]]}


# 5
{"formula": "CH6FN4O", "method": "the ωB97M-V functional and the def2-TZVPD basis", "total_charge": 1, "homo_lumo_gap_ha": [0.336, 0.336], "e_lumo_ev": [-4.37, -4.37], "de_lowest_kj_mol": 269.09, "species": ["C", "N", "N", "N", "N", "O", "F", "H", "H", "H", "H", "H", "H"], "xyz": [[0.22696, -0.06196, 0.01716], [2.93180, -0.69493, -0.27451], [-0.63187, 0.92674, -0.09920], [2.16882, 0.32491, -0.52633], [-2.09660, 0.73321, -0.15986], [0.06609, -1.28165, 0.34512], [2.55544, 1.29046, 0.39381], [2.78320, -1.55425, -0.67976], [3.51559, -0.50595, 0.65623], [-0.27271, 1.79704, -0.36462], [-2.41951, 0.86914, -1.08860], [-2.49322, 1.47509, 0.42295], [-0.88110, -1.61719, 0.33357]]}


# 6
{"formula": "C5H7EuO5", "method": "the ωB97M-V functional and the def2-TZVPD basis", "total_charge": 1, "s2": 15.760, "spin_multiplicity": 8, "homo_lumo_gap_ha": [0.253, 0.259], "e_lumo_ev": [-5.15, -5.00], "de_lowest_kj_mol": 0.00, "species": ["O", "C", "O", "O", "C", "O", "C", "C", "O", "C", "Eu", "H", "H", "H", "H", "H", "H", "H"], "xyz": [[4.67489, -0.83672, 0.44140], [3.89966, -1.59932, 0.85446], [3.33422, -2.46297, 1.39133], [1.12720, 1.06272, -1.07842], [1.05898, -0.17262, -1.22937], [0.96023, -0.38794, -2.63215], [0.88070, -1.70645, -3.15762], [0.13976, -1.72182, -4.47176], [0.55254, -0.63433, -5.25728], [0.03390, -0.66065, -6.56400], [1.24173, 2.06329, -2.94684], [0.34896, -2.33026, -2.42740], [1.90616, -2.07576, -3.28887], [-0.95042, -1.67495, -4.29092], [0.35655, -2.67788, -4.98313], [0.40096, 0.23182, -7.08432], [0.37044, -1.56188, -7.10486], [-1.06947, -0.64158, -6.55399]]}


# 7
{"formula": "C5H12N2O", "method": "the ωB97M-V functional and the def2-TZVPD basis", "total_charge": 0, "smiles": "CC(C)[C@H](N)C(N)=O", "homo_lumo_gap_ha": 0.378, "e_lumo_ev": 0.85, "de_lowest_kj_mol": 246.84, "species": ["C", "C", "C", "C", "N", "C", "N", "O", "H", "H", "H", "H", "H", "H", "H", "H", "H", "H", "H", "H"], "xyz": [[-1.05556, 1.15924, -1.26029], [-0.88576, 0.44589, 0.11441], [-0.41843, 1.56988, 1.07327], [-0.15715, -0.88550, 0.19983], [-0.41706, -1.85957, 1.33681], [1.35703, -0.70185, -0.04665], [1.77833, -1.15442, -1.29216], [2.15561, -0.15156, 0.61215], [-0.14324, 0.89677, -1.88518], [-1.14921, 2.30334, -1.16616], [-1.72217, 0.51585, -1.78279], [-1.99477, 0.30375, 0.46670], [0.69180, 1.97444, 0.76636], [-1.06413, 2.42972, 1.19887], [-0.33682, 1.21961, 2.21058], [-0.66300, -1.25027, -0.74525], [0.25824, -2.67445, 1.30793], [-0.18732, -1.34814, 2.14381], [1.33583, -1.93015, -1.74974], [2.61777, -0.86257, -1.50249]]}